[1]
Molecular formula: C35H34ClN5O8SZr
Method: DFT, ωB97M-V/def2-TZVPD

```
85
Properties=species:S:1:pos:R:3:lowdin_charge:R:1
Zr -0.45 0.17 -0.18 1.91
Cl -2.64 5.67 -6.36 0.67
S 1.41 -1.55 -2.27 0.78
O -1.25 2.16 -0.81 -0.11
O 0.88 -0.76 1.06 -0.23
O 6.41 6.09 -0.09 0.08
O 0.89 1.99 0.93 0.01
O 5.77 6.31 -2.13 0.08
O -1.12 0.57 -2.31 -0.09
O 1.23 1.20 -1.09 -0.16
O -1.04 -1.73 -0.58 -0.29
N 3.89 -0.57 -2.21 -0.22
N 5.69 5.81 -1.02 -0.35
N 2.52 0.31 -3.84 -0.18
N -1.32 0.76 1.88 -0.07
N -2.87 0.06 -0.02 -0.05
C -1.81 5.02 -3.87 -0.09
C -1.84 -2.16 -1.55 -0.35
C 1.75 -1.18 5.08 -0.10
C -3.92 -2.04 -2.81 -0.05
C 4.53 4.19 0.43 0.01
C -2.38 3.18 -5.34 -0.09
C 4.60 4.82 -0.80 -0.14
C 3.52 3.27 0.64 0.02
C 1.34 0.33 -4.69 -0.06
C 2.46 -1.88 4.09 -0.07
C 3.70 4.58 -1.81 0.01
C 2.66 -0.58 -2.83 -0.73
C -1.65 2.75 -3.10 -0.13
C 0.38 -0.21 3.33 -0.13
C 2.70 3.66 -1.60 -0.02
C -1.46 -3.23 -2.37 -0.04
C 2.15 -1.74 2.76 0.00
C -1.52 4.11 -2.87 0.00
C -2.08 2.28 -4.33 -0.01
C -0.78 0.61 3.02 -0.06
C -2.49 1.65 1.77 -0.19
C -3.52 -3.07 -3.63 -0.10
C -2.28 -3.66 -3.39 -0.07
C 3.34 1.52 -3.94 -0.05
C 2.60 3.00 -0.37 -0.10
C 4.03 -1.15 -0.88 -0.10
C -3.55 0.94 0.94 -0.17
C 0.72 -0.37 4.68 -0.05
C 5.10 -0.77 -3.02 -0.06
C -2.25 4.54 -5.10 -0.66
C 1.11 -0.89 2.34 -0.32
C -3.58 -0.53 -0.91 -0.07
C -1.33 1.78 -2.02 -0.56
C 1.51 2.01 -0.14 -0.58
C -3.10 -1.57 -1.78 -0.16
H 0.92 1.34 -4.70 0.08
H 5.43 -1.81 -2.94 0.09
H 2.00 -1.29 6.13 0.10
H -1.71 6.08 -3.71 0.11
H -1.23 1.11 3.88 0.13
H 3.42 2.76 1.59 0.13
H -2.16 1.21 -4.50 0.13
H 3.27 -2.54 4.38 0.11
H 4.95 -0.76 -0.45 0.09
H -1.94 -4.48 -4.02 0.11
H -2.88 1.90 2.75 0.11
H -2.73 2.84 -6.31 0.11
H -4.16 0.32 1.60 0.12
H -1.19 4.45 -1.89 0.12
H -4.20 1.65 0.44 0.12
H 2.69 -2.28 1.99 0.12
H 4.92 -0.56 -4.06 0.08
H 5.26 4.42 1.19 0.12
H -4.16 -3.42 -4.43 0.10
H -2.18 2.56 1.28 0.11
H 2.68 2.38 -4.08 0.07
H 1.60 0.05 -5.72 0.09
H 0.60 -0.36 -4.30 0.04
H 4.08 -2.24 -0.91 0.08
H 3.80 5.11 -2.75 0.12
H 5.91 -0.13 -2.66 0.09
H 1.97 3.44 -2.37 0.11
H -0.50 -3.70 -2.18 0.09
H -4.90 -1.57 -2.95 0.11
H 3.19 -0.86 -0.26 0.05
H 3.92 1.66 -3.03 0.08
H 4.02 1.49 -4.80 0.09
H -4.65 -0.30 -0.98 0.14
H 0.14 0.18 5.42 0.11
```

For the lowest unoccupied orbital energy, the calculation gives -0.554 eV. The total energy comes out at -85320.6100 eV. Its molar mass is 811.43 g mol⁻¹. The energy relative to the best compared isomer or geometry (same formula, charge and spin) is 0.507 eV.

=====

[2]
Molecular formula: C35H34GeI2N8O4SSn
Method: DFT, ωB97M-V/def2-TZVPD

```
86
Properties=species:S:1:pos:R:3:lowdin_charge:R:1
I -1.34 1.67 -9.22 -0.98
I 0.05 0.18 -4.40 0.40
Sn 0.78 -0.57 -1.93 0.89
Ge -0.54 4.71 -1.22 0.82
S 1.15 -2.90 0.34 0.63
O 2.94 -4.13 -2.70 0.05
O 3.51 2.46 -0.61 0.04
O 1.81 1.39 -1.62 -0.16
O 1.51 -2.42 -2.90 -0.19
N 0.45 -5.20 -0.86 0.05
N -0.65 0.47 -0.73 -0.05
N -0.74 -3.39 -1.55 0.03
N -2.15 -2.11 2.31 0.09
N -0.85 -2.02 -1.46 -0.10
N 2.93 -0.88 -1.44 0.05
N 2.19 0.89 1.80 0.12
N -0.65 -0.97 3.75 0.15
C 2.05 -0.12 2.65 -0.08
C 2.94 1.46 -1.01 -0.59
C 1.15 -2.09 4.91 -0.04
C -0.84 2.81 -1.60 -0.24
C -4.05 -2.59 -0.36 -0.04
C 4.93 -0.09 -0.47 0.02
C 5.47 -1.36 -0.64 -0.03
C 3.63 0.11 -0.91 -0.16
C -4.86 -3.15 -2.97 -0.08
C -5.23 -3.27 -0.60 -0.09
C -1.60 2.20 0.69 -0.08
C -1.98 -1.46 -1.28 -0.19
C -3.26 -2.19 -1.44 -0.17
C -3.01 0.52 -0.29 -0.04
C -2.17 5.58 -0.55 -0.23
C -0.43 -3.31 3.41 -0.04
C -1.51 -3.24 2.55 -0.15
C 0.01 5.61 -2.87 -0.22
C -0.01 -2.12 4.00 -0.30
C -5.64 -3.55 -1.90 -0.11
C 0.88 4.93 0.11 -0.21
C 3.45 -2.08 -1.66 -0.21
C -1.67 -1.02 2.91 -0.17
C -0.59 1.90 -0.39 -0.41
C -2.80 1.62 0.63 -0.12
C -3.66 -2.47 -2.74 -0.01
C 2.24 0.01 4.03 -0.21
C 2.56 -3.00 -2.48 -0.64
C 2.74 2.31 3.63 -0.06
C 4.74 -2.36 -1.27 0.02
C 2.52 2.08 2.28 -0.12
C 2.09 -1.14 4.94 -0.05
C -1.90 -0.06 -0.83 -0.29
C 0.21 -3.83 -0.78 -0.88
C 2.61 1.25 4.51 -0.04
H -5.17 -3.36 -3.98 0.10
H 1.11 5.99 0.24 0.01
H -2.48 5.13 0.39 0.00
H -5.84 -3.59 0.24 0.09
H 0.94 5.18 -3.24 0.02
H -3.72 -2.37 0.64 0.08
H 6.49 -1.55 -0.31 0.10
H 5.47 0.74 -0.05 0.12
H 0.16 6.68 -2.70 0.01
H 2.79 1.39 5.58 0.11
H -6.57 -4.08 -2.07 0.09
H -1.85 -4.13 2.02 0.11
H 1.78 4.42 -0.22 0.01
H 1.78 -1.08 2.22 0.06
H 0.58 4.52 1.08 0.01
H 2.64 2.87 1.55 0.09
H 0.11 -4.23 3.57 0.11
H -2.98 5.47 -1.27 0.01
H -0.16 2.54 -2.41 0.01
H 0.41 2.09 0.00 0.09
H 0.18 -5.56 -1.76 0.09
H -1.36 2.94 1.45 0.10
H -3.59 1.88 1.32 0.10
H -3.04 -2.16 -3.57 0.12
H -1.86 2.67 -1.96 0.08
H -0.75 5.49 -3.65 0.02
H 1.23 -2.92 5.60 0.10
H 1.41 -5.41 -0.63 0.06
H -2.17 -0.09 2.69 0.10
H 5.14 -3.34 -1.47 0.12
H -2.00 6.65 -0.38 0.01
H -3.97 0.05 -0.39 0.10
H 2.85 -1.23 5.72 0.10
H 3.02 3.30 3.98 0.10
```

For the lowest unoccupied orbital energy, the calculation gives 3.436 eV. Its net charge is -2. The total energy comes out at -146347.2190 eV. Its molar mass is 1107.91 g mol⁻¹. The energy relative to the best compared isomer or geometry (same formula, charge and spin) is 1.342 eV.

=====

[3]
Molecular formula: C35H34N7ORuS3
Method: DFT, ωB97M-V/def2-TZVPD

```
81
Properties=species:S:1:pos:R:3:lowdin_charge:R:1
Ru -0.34 0.26 -0.21 0.72
S -3.78 0.01 -3.53 0.86
S 2.79 3.27 1.75 1.13
S -2.58 0.19 -0.80 0.62
O 2.10 -0.54 -0.41 -0.04
N -1.22 0.32 -3.10 -0.08
N -0.69 -0.62 4.31 -0.08
N -1.02 -0.20 1.91 -0.20
N -2.35 -1.89 3.10 -0.08
N -0.10 0.41 -2.25 -0.10
N -2.71 0.47 3.56 -0.09
N 1.06 1.85 0.46 0.01
C 0.98 0.39 -2.97 -0.25
C 2.60 -0.65 0.87 -0.27
C -0.33 3.62 -0.58 -0.01
C 1.37 5.48 0.71 -0.09
C -1.73 -4.01 -2.02 -0.08
C -1.70 0.39 4.62 -0.17
C 2.32 0.71 -2.43 -0.10
C -2.05 0.81 2.31 -0.21
C -1.35 -1.92 4.16 -0.17
C 0.32 5.90 -0.08 -0.08
C 4.41 1.88 -2.88 -0.07
C -1.69 -1.54 1.85 -0.21
C -3.08 -2.66 -3.50 -0.30
C -3.33 -0.85 3.41 -0.16
C 3.61 -1.99 2.57 -0.06
C -0.06 -0.28 3.04 -0.18
C 3.03 -1.89 1.31 0.01
C 2.71 0.49 1.66 -0.21
C -2.83 -4.77 -1.68 -0.10
C -4.18 -3.43 -3.15 -0.05
C 0.74 3.18 0.22 -0.29
C 3.12 1.54 -3.22 -0.03
C 2.89 0.23 -1.25 -0.19
C -3.23 -1.49 -4.42 -0.42
C 0.93 0.12 -4.46 -0.04
C -4.07 -4.48 -2.25 -0.09
C -2.35 0.21 -2.49 -1.11
C 4.96 1.35 -1.73 -0.06
C 1.57 4.11 0.85 -0.46
C 4.21 0.52 -0.92 0.00
C 2.11 1.76 1.22 -0.51
C 3.34 0.38 2.90 -0.04
C -0.52 4.98 -0.72 -0.07
C -1.85 -2.97 -2.92 -0.05
C 3.78 -0.85 3.35 -0.07
H 3.42 1.25 3.53 0.10
H 0.26 -0.71 -4.67 0.06
H -2.79 0.88 1.52 0.04
H -1.84 -2.17 5.11 0.12
H -4.02 -1.67 -5.15 0.07
H -4.07 -0.80 2.61 0.13
H -0.60 -2.68 3.93 0.13
H -0.76 -4.22 -1.57 0.10
H -2.74 -5.58 -0.97 0.10
H -0.97 2.88 -1.04 0.08
H -1.22 1.36 4.72 0.13
H -5.15 -3.20 -3.58 0.11
H 0.52 0.98 -5.00 0.09
H -1.54 1.77 2.40 0.13
H 2.02 6.19 1.20 0.11
H -1.34 5.34 -1.33 0.11
H 0.68 -1.05 2.81 0.11
H -0.98 -2.37 -3.17 0.10
H -4.94 -5.07 -1.99 0.10
H -2.31 -1.26 -4.96 0.07
H -0.93 -2.28 1.61 0.12
H 2.93 -2.74 0.66 0.13
H 2.70 1.94 -4.14 0.12
H 3.94 -2.95 2.94 0.11
H 0.15 6.96 -0.21 0.10
H 4.24 -0.93 4.33 0.11
H -2.42 -1.52 1.04 0.05
H 0.42 0.69 3.14 0.12
H 4.65 0.11 -0.03 0.12
H 4.99 2.54 -3.52 0.10
H -3.84 -1.11 4.34 0.13
H -2.19 0.13 5.56 0.12
H 1.92 -0.10 -4.83 0.08
H 5.99 1.57 -1.45 0.11
```

For the lowest unoccupied orbital energy (spin up / spin down), the calculation gives -0.380 / -0.372 eV. The total energy comes out at -84412.2412 eV. Its molar mass is 765.98 g mol⁻¹. The expectation value of S² is 0.7598. The energy relative to the best compared isomer or geometry (same formula, charge and spin) is 1.778 eV. As for the spin multiplicity: 2.

=====

[4]
Molecular formula: C35H35BN7O4SSeZn
Method: DFT, ωB97M-V/def2-TZVPD

```
85
Properties=species:S:1:pos:R:3:lowdin_charge:R:1
Se -2.46 0.61 0.87 1.20
Zn 0.11 -0.22 -1.05 0.64
S 0.09 2.51 -3.01 0.59
O 1.38 2.63 -2.39 -0.31
O 0.01 2.73 -4.44 -0.32
O 2.51 -1.80 0.20 0.05
O 1.07 -3.14 -0.93 0.02
N -1.94 -0.67 -0.22 -0.24
N -1.27 -0.96 -3.18 0.10
N -4.00 -0.19 1.23 -0.23
N -0.48 1.06 -2.59 -0.15
N -2.18 0.96 -4.24 0.14
N 0.09 1.01 0.76 -0.07
N -3.44 6.41 -0.24 0.08
C 1.24 -1.06 5.26 -0.11
C 3.15 4.98 1.32 -0.11
C -2.85 -1.63 -0.21 -0.35
C -5.04 -2.34 0.71 -0.04
C -4.89 -3.51 0.04 -0.10
C -0.98 3.72 -0.83 -0.07
C 2.17 -3.33 2.00 -0.01
C -0.97 3.68 -2.21 -0.28
C -2.80 -1.23 -4.96 -0.07
C 0.16 -1.21 4.40 -0.10
C 4.31 -3.31 0.73 -0.01
C -1.79 4.63 -0.18 -0.03
C 2.81 -3.15 0.63 -0.49
C 2.11 0.67 3.83 -0.04
C 3.23 4.00 0.35 -0.08
C 0.07 -0.43 3.26 -0.05
C 2.22 -0.13 4.96 -0.10
C 1.53 -5.31 0.01 -0.01
C -1.97 -1.74 -3.97 -0.14
C -2.88 0.15 -5.02 -0.14
C -1.75 4.55 -2.95 -0.06
C -2.59 5.52 -0.90 -0.33
C -4.01 -1.36 0.61 -0.40
C -1.34 0.37 -3.39 -0.47
C 3.04 -4.25 -1.68 -0.02
C -2.56 5.47 -2.29 -0.04
C -2.73 -2.88 -0.89 -0.02
C 0.88 1.34 1.68 -0.37
C 2.35 4.77 2.44 -0.10
C 2.53 2.81 0.49 -0.03
C 1.74 2.59 1.61 -0.19
C 1.02 0.54 2.96 -0.15
C 2.13 -4.00 -0.48 -0.50
C -3.73 -3.79 -0.75 -0.08
C 1.66 3.58 2.59 -0.06
B 1.38 -1.82 -0.59 -0.55
H -3.56 0.63 -5.72 0.10
H 3.08 -0.01 5.62 0.09
H 3.48 -3.32 -2.03 0.10
H 2.54 -2.55 2.66 0.09
H -3.18 6.15 -2.87 0.10
H -5.90 -2.13 1.32 0.11
H 1.08 -3.21 1.94 0.09
H 3.83 4.16 -0.54 0.10
H -3.64 -4.75 -1.24 0.10
H 2.40 -4.30 2.43 0.09
H 2.56 2.06 -0.29 0.10
H 1.04 3.41 3.46 0.11
H -3.37 -1.87 -5.62 0.09
H -1.88 -2.81 -3.80 0.10
H 2.45 -4.68 -2.48 0.09
H -0.74 -0.58 2.56 0.06
H 1.32 -1.68 6.15 0.09
H 3.85 -4.95 -1.43 0.08
H -3.15 6.63 0.70 0.08
H -5.66 -4.27 0.10 0.09
H -1.82 -3.08 -1.44 0.10
H 0.77 -5.13 0.76 0.08
H 1.07 -5.83 -0.83 0.09
H -0.60 -1.95 4.61 0.10
H 4.69 -2.70 1.55 0.09
H -0.37 3.03 -0.26 0.07
H 3.69 5.91 1.21 0.09
H 2.88 1.39 3.62 0.11
H -3.65 7.24 -0.76 0.08
H -1.81 4.65 0.91 0.11
H 2.30 -5.95 0.43 0.09
H -1.72 4.50 -4.03 0.11
H 2.28 5.53 3.21 0.09
H 4.81 -2.99 -0.18 0.08
H 4.58 -4.35 0.93 0.09
```

For the lowest unoccupied orbital energy, the calculation gives 1.768 eV. Its net charge is -1. The total energy comes out at -180763.9739 eV. Its molar mass is 804.94 g mol⁻¹. The energy relative to the best compared isomer or geometry (same formula, charge and spin) is 0.480 eV.

=====

[5]
Molecular formula: C35H35ClF6IN5O10PdS2Te
Method: DFT, ωB97M-V/def2-TZVPD

```
97
Properties=species:S:1:pos:R:3:lowdin_charge:R:1
I 6.39 1.32 1.94 0.92
Te -0.20 -0.62 -1.08 1.94
Pd 1.64 0.73 1.16 1.08
Cl -1.94 -2.56 4.77 0.87
S 0.19 3.34 0.30 0.60
S 2.89 3.72 0.70 0.62
F 3.32 5.82 -0.76 0.17
F -0.81 5.29 -1.09 0.16
F -2.26 4.16 0.06 0.14
F -0.96 5.58 1.05 0.18
F 2.80 4.06 -1.90 0.15
F 4.77 4.22 -1.02 0.15
O 3.24 -0.44 2.14 -0.11
O 0.65 2.66 4.64 0.11
O 2.26 -2.10 -1.15 0.03
O 3.06 2.29 0.40 -0.40
O 3.69 4.26 1.74 -0.23
O -1.12 1.73 6.25 0.15
O -0.40 2.45 1.30 -0.31
O 1.81 1.92 2.90 -0.13
O 0.37 2.69 -0.98 -0.31
O -2.33 -0.12 6.42 0.09
N 2.14 0.05 -0.90 -0.04
N 1.40 4.17 0.82 -0.26
N 4.22 -0.83 4.11 0.22
N 0.41 -0.31 2.76 0.07
N -0.33 -1.43 2.97 -0.05
C -0.20 -2.56 2.12 -0.21
C 0.39 0.20 -3.94 -0.28
C -3.59 -3.23 -1.43 0.00
C -4.18 -1.75 0.35 0.00
C -0.84 -0.01 4.61 -0.03
C 4.39 -0.97 -0.90 0.04
C -2.09 -1.53 -0.73 -0.35
C -0.50 0.40 -2.88 -0.34
C 1.51 -0.81 -3.96 -0.05
C -1.57 1.31 -2.95 -0.28
C -2.69 0.04 1.21 -0.04
C -5.85 -3.49 -0.36 -0.03
C -0.81 1.91 -5.18 -0.23
C -4.52 -2.81 -0.48 -0.24
C 0.88 1.83 3.78 -0.53
C 0.21 0.97 -5.08 0.01
C -1.14 -4.46 1.00 -0.06
C 1.06 -2.87 1.61 -0.03
C -2.36 -2.62 -1.57 -0.30
C 0.11 -4.78 0.49 -0.06
C 3.97 -0.03 3.07 -0.61
C 3.48 4.51 -0.86 -0.68
C 4.61 1.32 3.11 -0.55
C -1.31 -3.34 1.81 -0.06
C -2.57 1.51 -1.86 -0.05
C 0.11 0.54 3.73 -0.11
C -0.95 2.76 -6.41 -0.03
C -1.06 -1.28 4.10 -0.57
C -1.04 4.70 0.07 -0.68
C -1.69 2.05 -4.12 0.02
C -1.49 0.53 5.85 -0.50
C 1.20 -3.98 0.79 -0.08
C -1.38 -3.14 -2.59 -0.06
C 2.90 -1.03 -0.97 -0.67
C -2.96 -1.09 0.26 -0.31
H -4.89 -1.41 1.10 0.14
H 4.67 -0.70 0.11 0.04
H -3.83 -4.07 -2.07 0.13
H -2.29 -3.09 2.17 0.09
H -1.65 0.34 1.28 0.02
H 1.37 -1.63 -3.27 0.03
H -0.43 -3.43 -2.14 0.07
H -6.47 -3.27 -1.23 0.09
H 4.84 -0.56 4.85 0.13
H 0.88 0.81 -5.92 0.13
H -5.73 -4.57 -0.31 0.09
H 0.23 -5.65 -0.14 0.12
H -0.42 2.13 5.68 0.06
H -2.01 -5.07 0.77 0.12
H 2.17 -4.22 0.39 0.11
H -2.51 2.76 -4.19 0.13
H 2.46 -0.33 -3.74 0.09
H 3.83 -1.76 4.11 0.13
H 1.58 -1.24 -4.96 0.10
H 4.82 -1.93 -1.17 0.10
H 4.91 1.60 4.11 0.06
H 4.75 -0.18 -1.56 0.11
H -1.18 -2.40 -3.37 0.08
H -2.09 1.64 -0.89 0.04
H -3.25 0.93 0.92 0.10
H -1.79 -4.02 -3.08 0.09
H -0.48 3.73 -6.24 0.10
H -3.25 0.66 -1.80 0.09
H -3.03 -0.22 2.22 0.10
H -2.00 2.94 -6.65 0.09
H 1.91 -2.25 1.86 0.09
H -0.46 2.31 -7.27 0.08
H 3.95 2.07 2.70 0.00
H -3.16 2.40 -2.05 0.10
H -6.39 -3.17 0.53 0.08
```

For the lowest unoccupied orbital energy (spin up / spin down), the calculation gives -2.535 / -6.945 eV. Its net charge is +1. The total energy comes out at -134149.5906 eV. Its molar mass is 1260.19 g mol⁻¹. The expectation value of S² is 8.7771. The energy relative to the best compared isomer or geometry (same formula, charge and spin) is 0.356 eV. As for the spin multiplicity: 6.